DFT (ωB97M-V/def2-TZVPD) results for a structure of composition C26H23N3O8Tl.

The value obtained for the relative energy (zero: lowest compared OMol25 entry of this formula, charge and spin) is 0.00 kJ/mol. For the gap between HOMO and LUMO, the calculation gives 7.57 eV. Its LUMO energy is 2.601 eV. For the highest occupied orbital energy, the calculation gives -4.964 eV. The value obtained for the electronic energy is -52880.94730 eV.

```
! wB97M-V def2-TZVPD RIJCOSX def2/J DEFGRID3
* xyz -1 1
Tl -0.397 -0.350 -0.301
C -2.413 -4.242 -0.543
O -1.369 -5.058 -1.047
C -0.089 -4.587 -1.172
C 0.855 -5.592 -1.273
C 2.207 -5.323 -1.471
C 2.602 -4.012 -1.575
C 1.668 -2.970 -1.486
C 2.198 -1.633 -1.661
N 1.509 -0.562 -1.588
N 2.180 0.636 -1.767
C 1.290 1.604 -1.827
O 0.022 1.464 -1.753
C 1.823 3.002 -1.935
C 0.925 4.054 -2.076
C 1.382 5.365 -2.127
C 2.742 5.631 -2.038
C 3.643 4.580 -1.904
C 3.187 3.271 -1.854
C 0.287 -3.218 -1.282
O -0.626 -2.261 -1.293
H -3.288 -4.891 -0.502
H -2.609 -3.384 -1.179
H -2.173 -3.882 0.459
H 0.495 -6.612 -1.203
H 2.921 -6.132 -1.546
H 3.643 -3.757 -1.739
H 3.258 -1.532 -1.902
H -0.131 3.824 -2.135
H 0.675 6.180 -2.232
H 3.100 6.653 -2.072
H 4.705 4.783 -1.835
H 3.872 2.443 -1.733
O -3.386 2.733 0.012
C -2.420 1.982 0.080
O -2.359 0.772 -0.351
C -1.166 2.475 0.785
C -0.905 3.793 1.112
C 0.316 4.086 1.711
C 1.219 3.071 1.993
C 0.873 1.776 1.643
N -0.289 1.525 1.065
C 1.750 0.549 1.854
O 2.723 0.663 2.593
O 1.351 -0.494 1.235
H -1.641 4.547 0.875
H 0.570 5.113 1.943
H 2.178 3.246 2.459
C -2.811 -1.662 3.406
C -3.817 -1.055 2.427
C -3.339 -1.612 1.099
O -1.897 -1.706 1.228
C -1.517 -1.582 2.615
H -3.069 -2.705 3.608
H -2.742 -1.132 4.355
H -3.744 0.035 2.418
H -4.849 -1.335 2.641
H -3.571 -0.966 0.261
H -3.728 -2.618 0.921
H -1.018 -0.619 2.755
H -0.805 -2.373 2.846
*
```

---

DFT (ωB97M-V/def2-TZVPD) results for an isolated molecule of CFN3O.

The value obtained for the relative energy (zero: lowest compared OMol25 entry of this formula, charge and spin) is 0.54 kJ/mol. For the gap between HOMO and LUMO, the calculation gives 12.75 eV. Its LUMO energy is 0.557 eV. For the highest occupied orbital energy, the calculation gives -12.195 eV. The value obtained for the electronic energy is -10269.53767 eV. As for the SMILES: Fc1nnno1.

```
! wB97M-V def2-TZVPD RIJCOSX def2/J DEFGRID3
* xyz 0 1
F -0.887 -1.630 -0.695
C -0.273 -0.563 -0.271
N 0.783 -0.037 -0.783
N 0.992 1.046 0.039
N 0.141 1.124 0.939
O -0.756 0.060 0.771
*
```

---

DFT (ωB97M-V/def2-TZVPD) results for a structure of composition C28H24BIN10OPd.

For the gap between HOMO and LUMO (alpha / beta), the calculation gives 2.93 / 2.76 eV. Its LUMO energy (alpha / beta) is -12.575 / -12.748 eV. For the highest occupied orbital energy (alpha / beta), the calculation gives -15.506 / -15.508 eV. The value obtained for the electronic energy is -58601.90174 eV.

```
! wB97M-V def2-TZVPD RIJCOSX def2/J DEFGRID3
* xyz 3 2
Pd 0.954 0.246 -0.587
C 1.509 4.679 0.051
C 1.761 3.503 -0.660
N 0.926 2.541 -0.283
N 0.114 3.066 0.657
C 0.462 4.352 0.882
B -0.922 2.151 1.336
N -0.095 1.160 2.197
C 0.095 1.131 3.539
C 1.187 0.340 3.814
C 1.646 -0.071 2.561
N 0.876 0.435 1.607
N -1.737 1.451 0.205
C -3.043 1.626 -0.107
C -3.288 1.073 -1.343
C -2.052 0.573 -1.750
N -1.139 0.801 -0.814
N -1.945 2.909 2.204
C -2.473 4.109 2.068
C -3.538 4.229 3.019
C -3.578 2.976 3.675
N -2.679 2.185 3.149
H 2.012 5.626 -0.037
H 2.500 3.340 -1.427
H -0.026 4.953 1.631
H -0.548 1.651 4.224
H 1.607 0.107 4.776
H 2.481 -0.712 2.328
H -3.735 2.120 0.552
H -4.217 1.051 -1.886
H -1.802 0.088 -2.679
H -2.127 4.825 1.337
H -4.213 5.061 3.156
H -4.255 2.636 4.443
I 3.781 0.420 -0.626
C 3.804 -0.723 -2.397
C 5.028 -0.948 -3.015
C 5.080 -1.727 -4.160
C 3.909 -2.283 -4.669
C 2.669 -2.065 -4.046
C 1.501 -2.669 -4.549
C 0.276 -2.496 -3.914
C 0.194 -1.683 -2.792
C 1.323 -1.042 -2.282
C 2.588 -1.244 -2.876
H 5.937 -0.526 -2.607
H 6.029 -1.904 -4.648
H 3.942 -2.899 -5.559
H 1.570 -3.287 -5.436
H -0.611 -2.993 -4.282
H -0.768 -1.573 -2.311
N -3.351 -2.315 2.475
C -2.897 -3.283 1.644
O -3.558 -4.186 1.192
C -1.444 -3.171 1.224
C -0.626 -4.294 1.221
C 0.671 -4.171 0.748
C 1.080 -2.953 0.235
N 0.279 -1.887 0.211
C -0.952 -1.980 0.713
H -4.291 -2.420 2.825
H -2.727 -1.723 2.991
H -1.003 -5.242 1.583
H 1.350 -5.012 0.754
H 2.075 -2.837 -0.179
H -1.575 -1.094 0.690
*
```

---

DFT (ωB97M-V/def2-TZVPD) results for an isolated molecule of C20H22FN3OS.

The value obtained for the relative energy (zero: lowest compared OMol25 entry of this formula, charge and spin) is 0.00 kJ/mol. For the gap between HOMO and LUMO, the calculation gives 8.56 eV. Its LUMO energy is 0.505 eV. For the highest occupied orbital energy, the calculation gives -8.054 eV. The value obtained for the electronic energy is -41168.92910 eV. As for the SMILES: Cc1ccc(NC(=S)N2CCC(NC(=O)c3cccc(F)c3)CC2)cc1.

```
! wB97M-V def2-TZVPD RIJCOSX def2/J DEFGRID3
* xyz 0 1
C -3.579 -3.254 5.377
C -2.427 -2.461 4.839
C -1.119 -2.870 5.076
C -0.048 -2.141 4.601
C -0.261 -0.974 3.868
N 0.854 -0.255 3.423
C 0.900 0.758 2.505
S 1.956 2.011 2.760
N 0.128 0.689 1.401
C 0.139 1.832 0.503
C -0.863 1.629 -0.622
C -0.477 0.423 -1.490
N 0.455 0.812 -2.525
C 0.209 0.627 -3.844
O -0.814 0.125 -4.261
C 1.299 1.104 -4.752
C 2.647 1.033 -4.412
C 3.614 1.469 -5.301
C 3.255 1.987 -6.533
C 1.911 2.040 -6.861
F 1.554 2.535 -8.062
C 0.929 1.599 -5.997
C 0.136 -0.682 -0.611
C -0.334 -0.565 0.838
C -1.566 -0.547 3.645
C -2.630 -1.289 4.124
H -4.511 -2.956 4.905
H -3.424 -4.318 5.212
H -3.674 -3.095 6.451
H -0.938 -3.772 5.642
H 0.963 -2.467 4.796
H 1.633 -0.230 4.070
H 1.150 1.985 0.104
H -0.108 2.724 1.087
H -1.856 1.477 -0.200
H -0.900 2.526 -1.241
H -1.358 0.049 -2.020
H 1.293 1.290 -2.237
H 2.952 0.608 -3.467
H 4.658 1.405 -5.033
H 3.994 2.337 -7.236
H -0.112 1.634 -6.276
H -0.122 -1.666 -1.000
H 1.225 -0.593 -0.629
H 0.077 -1.389 1.423
H -1.427 -0.630 0.886
H -1.746 0.382 3.125
H -3.637 -0.940 3.947
*
```

---

DFT (ωB97M-V/def2-TZVPD) results for a structure of composition C24H30N6O2.

The value obtained for the relative energy (zero: lowest compared OMol25 entry of this formula, charge and spin) is 2376.16 kJ/mol. For the gap between HOMO and LUMO, the calculation gives 7.42 eV. Its LUMO energy is -0.067 eV. For the highest occupied orbital energy, the calculation gives -7.489 eV. The value obtained for the electronic energy is -38387.99285 eV.

```
! wB97M-V def2-TZVPD RIJCOSX def2/J DEFGRID3
* xyz 0 1
C 0.561 -0.142 8.691
C 0.330 -0.133 7.297
C -0.237 0.854 6.705
C -0.432 0.947 5.213
N -1.168 1.855 4.306
N -0.816 1.505 3.058
N -0.132 0.441 3.032
C 0.056 -0.227 4.361
C 0.711 -1.292 4.930
C 0.812 -1.162 6.400
H 1.495 -2.128 6.809
H 1.155 -2.162 4.297
C -0.089 -0.501 1.934
C 0.224 0.305 0.692
C -1.381 0.673 0.218
N -2.157 -0.223 0.068
C -2.322 -0.928 -1.078
C -0.876 -1.545 -1.621
O -0.432 -2.839 -1.112
N -0.138 -0.766 -2.482
C 0.962 -0.986 -3.067
C 2.133 -1.828 -2.726
C 3.347 -1.911 -3.162
C 3.743 -0.814 -4.133
C 2.616 -0.255 -4.517
C 1.378 0.005 -3.900
N 0.236 1.096 -4.333
C 0.910 2.146 -4.743
H 1.621 2.764 -4.145
C -0.383 3.285 -4.738
H -0.088 4.090 -5.129
O -1.507 2.663 -5.691
C -1.769 1.422 -5.259
C -0.735 0.539 -5.303
H -1.001 -0.479 -5.008
H -0.043 0.283 -6.258
H -2.670 1.004 -6.016
H -2.081 1.636 -4.275
H -0.759 3.268 -3.772
H 1.407 2.254 -5.901
H 2.997 0.941 -5.134
H 4.805 -0.764 -4.617
H 3.935 -2.560 -2.941
H 1.587 -2.501 -1.933
H -0.704 -0.035 -2.827
H -2.703 -0.381 -1.735
H -2.982 -1.813 -0.911
C -2.348 -0.992 1.487
C -0.908 -1.819 1.784
H -0.458 -2.377 0.879
H -0.999 -2.289 2.732
H -2.988 -1.993 1.253
H -2.664 -0.566 2.313
H -1.230 1.406 -0.642
H -1.650 1.564 1.118
H 0.932 1.322 0.924
H 0.542 -0.226 -0.152
H 1.167 -0.938 1.986
H -0.587 1.715 7.156
H 0.205 -0.884 9.193
H 1.445 -0.269 8.959
H 0.123 0.740 9.169
*
```